Entry 1:
18
Properties=species:S:1:pos:R:3 method="wB97M-V/def2-TZVPD" multiplicity=1 total_charge=0 homo_energy_ha=-0.317 e_tot_ha=-377.35542 e_above_lowest_ev=2.487
C 2.648 -1.342 0.050
N 2.421 0.134 -0.175
C 1.154 0.442 -0.043
C 0.887 1.909 0.078
N 0.113 -0.455 -0.045
C -1.081 0.044 0.133
N -2.208 -0.715 0.247
N -3.479 -0.165 -0.245
H 2.477 -1.742 1.038
H 2.085 -1.844 -0.810
H 3.723 -1.516 -0.209
H 1.823 2.413 0.282
H 0.249 2.229 0.880
H 0.459 2.225 -0.891
H -1.282 1.140 0.255
H -2.169 -1.693 0.042
H -3.127 0.545 -0.894
H -3.820 0.332 0.521


Entry 2:
8
Properties=species:S:1:pos:R:3 method="wB97M-V/def2-TZVPD" multiplicity=4 total_charge=+2 homo_energy_ha="-0.546 / -0.586" e_tot_ha=-1350.28469 e_above_lowest_ev=0.940
O 1.251 0.338 -0.790
C 0.403 -2.170 0.602
C -0.577 -1.924 -0.074
H 1.183 -2.400 1.308
H -1.498 -1.738 -0.600
C 0.829 1.520 -0.635
O 0.131 2.402 -0.336
Tm -1.722 3.971 0.526


Entry 3:
15
Properties=species:S:1:pos:R:3 method="wB97M-V/def2-TZVPD" multiplicity=1 total_charge=0 homo_energy_ha=-0.358 e_tot_ha=-1317.99351
O -1.853 -1.671 -0.761
P -3.200 -0.575 -0.954
I -5.331 -1.809 -0.977
H -1.002 -1.242 -1.077
H -3.126 0.159 -2.203
H -3.210 0.376 0.129
B 1.900 1.239 1.592
O 3.042 0.408 1.195
C 2.694 -0.232 0.071
O 3.421 -1.008 -0.528
C 1.356 0.137 -0.305
O 0.744 -0.270 -1.279
O 0.861 1.010 0.583
F 2.283 2.642 1.608
F 1.421 0.836 2.905


Entry 4:
57
Properties=species:S:1:pos:R:3 method="wB97M-V/def2-TZVPD" multiplicity=1 total_charge=-2 homo_energy_ha=-0.051 e_tot_ha=-2188.98893 e_above_lowest_ev=0.000
Tl -0.644 0.133 0.751
C 3.046 -0.886 3.569
C 4.330 -0.537 2.813
C 4.366 0.918 2.415
C 5.212 1.804 3.075
C 5.197 3.162 2.794
C 4.307 3.645 1.845
C 3.444 2.794 1.164
C 2.477 3.322 0.138
C 2.970 3.152 -1.299
C 3.488 1.416 1.437
N 2.590 0.574 0.778
C 3.041 -0.258 -0.089
C 2.256 -1.190 -0.827
C 2.742 -2.088 -1.791
C 1.624 -2.764 -2.285
C 0.522 -2.227 -1.598
N 0.894 -1.292 -0.718
H 3.032 -1.940 3.855
H 2.173 -0.689 2.945
H 2.957 -0.282 4.474
H 4.406 -1.182 1.936
H 5.203 -0.749 3.438
H 5.889 1.415 3.831
H 5.862 3.838 3.318
H 4.269 4.708 1.627
H 2.289 4.381 0.340
H 1.527 2.794 0.232
H 3.910 3.689 -1.459
H 2.221 3.522 -2.000
H 3.133 2.098 -1.524
H 4.117 -0.278 -0.320
H 3.777 -2.209 -2.085
H 1.597 -3.525 -3.051
H -0.526 -2.466 -1.722
S -0.849 2.157 -1.174
C -1.547 1.383 -2.600
C -1.296 1.969 -3.848
C -1.797 1.448 -5.030
C -2.578 0.300 -4.987
C -2.838 -0.296 -3.764
C -2.340 0.213 -2.556
S -2.755 -0.637 -1.068
H -0.681 2.861 -3.869
H -1.572 1.934 -5.973
H -2.976 -0.135 -5.897
H -3.441 -1.195 -3.716
N -3.688 3.111 0.273
C -4.743 2.516 0.846
N -4.935 1.217 0.612
N -5.540 3.269 1.605
C -6.600 2.679 2.115
N -7.543 2.201 2.598
H -2.923 2.597 -0.172
H -3.515 4.061 0.543
H -4.295 0.673 0.020
H -5.738 0.771 1.026


Entry 5:
17
Properties=species:S:1:pos:R:3 method="wB97M-V/def2-TZVPD" multiplicity=1 total_charge=0 homo_energy_ha=-0.276 e_tot_ha=-326.71294 e_above_lowest_ev=4.844
C -1.145 0.128 1.637
C -0.429 0.276 2.753
C -0.973 0.291 -1.405
C -0.018 0.275 -2.367
C 1.275 -0.160 -2.102
C 1.582 -0.743 -0.826
C 0.528 -0.595 0.214
H -1.599 1.061 1.358
H -1.479 -0.792 1.280
H -0.274 1.333 3.293
H 0.203 -0.545 3.182
H -1.984 0.699 -1.497
H -0.238 0.791 -3.297
H 2.010 0.109 -2.772
H 2.526 -0.995 -0.419
H 0.655 -1.031 1.149
N -0.640 -0.101 -0.181


Entry 6:
99
Properties=species:S:1:pos:R:3 method="wB97M-V/def2-TZVPD" multiplicity=5 total_charge=+1 homo_energy_ha="-0.320 / -0.333" e_tot_ha=-4445.29216 e_above_lowest_ev=7.770
O 1.788 -0.142 -3.479
O 4.128 0.080 -2.978
C 1.744 -1.459 -4.148
C 0.383 -1.670 -4.752
H 1.981 -2.203 -3.369
H 2.547 -1.457 -4.901
H -0.408 -1.662 -3.994
H 0.398 -2.657 -5.210
H 0.149 -0.940 -5.533
C 1.821 1.042 -4.417
C 2.728 0.924 -5.608
H 2.077 1.896 -3.772
H 0.773 1.106 -4.720
H 3.776 0.704 -5.366
H 2.715 1.899 -6.104
H 2.361 0.200 -6.344
C 4.538 1.346 -2.273
C 4.991 -1.138 -3.040
C 5.123 2.282 -3.283
H 5.219 1.025 -1.479
H 3.601 1.727 -1.844
H 6.000 1.862 -3.786
H 5.429 3.171 -2.735
H 4.381 2.582 -4.032
C 6.123 -0.862 -3.979
H 4.315 -1.924 -3.401
H 5.289 -1.349 -2.006
H 5.780 -0.497 -4.955
H 6.634 -1.810 -4.132
H 6.832 -0.156 -3.544
H 3.001 -0.108 -2.932
N -1.388 -1.489 0.723
C -1.461 -1.740 2.018
C -0.599 -1.219 2.995
C 0.293 -0.142 2.981
C -2.460 -2.776 2.431
H -2.164 -3.766 2.053
H -3.480 -2.546 2.098
H -2.470 -2.820 3.520
C 1.111 0.141 4.213
H 0.831 1.112 4.650
H 2.184 0.159 3.960
H 0.955 -0.632 4.980
N 0.440 0.684 1.935
C -2.342 -1.918 -0.245
C -2.022 -3.092 -0.939
C -0.749 -3.849 -0.749
C -2.959 -3.606 -1.823
H -2.715 -4.517 -2.364
C -4.197 -3.010 -2.010
H -4.917 -3.427 -2.702
C -4.535 -1.881 -1.302
H -5.508 -1.408 -1.402
C -3.630 -1.365 -0.411
C -4.169 -0.250 0.390
C 0.613 2.084 2.119
C 1.870 2.707 1.999
C 3.132 1.938 1.766
C 1.954 4.090 2.169
H 2.926 4.579 2.092
C 0.829 4.862 2.433
H 0.900 5.935 2.556
C -0.405 4.272 2.552
H -1.306 4.833 2.788
C -0.525 2.900 2.455
C -1.819 2.381 2.862
Rh -0.073 -0.010 0.132
H -0.151 -3.829 -1.675
H -0.975 -4.910 -0.551
H -0.128 -3.480 0.075
H -3.774 -0.380 1.437
H -5.260 -0.181 0.518
H -3.899 0.699 -0.237
H 3.835 2.532 1.162
H 2.955 0.994 1.240
H 3.648 1.712 2.717
H -1.880 1.462 1.944
H -2.685 3.065 2.646
H -1.933 1.629 3.652
H -0.644 -1.789 3.921
C 1.583 -1.184 -0.160
Si 2.639 -2.371 0.837
H 0.853 -1.633 -0.921
H 2.000 -0.176 -0.480
C 3.193 -3.841 -0.199
C 1.761 -3.180 2.293
C 4.129 -1.496 1.583
H 4.635 -0.856 0.843
H 4.858 -2.243 1.945
H 3.834 -0.874 2.444
H 2.348 -4.224 -0.792
H 3.546 -4.647 0.467
H 4.010 -3.562 -0.880
H 0.743 -3.514 2.043
H 1.706 -2.496 3.154
H 2.335 -4.070 2.606
Se -4.472 2.138 1.861
C -2.800 1.331 0.905
N -1.732 0.931 0.457


Entry 7:
67
Properties=species:S:1:pos:R:3 method="wB97M-V/def2-TZVPD" multiplicity=1 total_charge=-1 homo_energy_ha=-0.156 e_tot_ha=-3536.39523 e_above_lowest_ev=0.000
Cu -0.525 -0.533 0.196
O 4.677 -2.347 0.685
C 4.379 -2.072 1.967
C 5.364 -2.322 2.925
C 5.112 -2.092 4.264
C 3.874 -1.613 4.680
C 2.905 -1.348 3.728
C 3.136 -1.553 2.371
C 2.044 -1.191 1.405
O 1.081 -0.511 1.790
N 2.246 -1.654 0.148
N 1.216 -1.307 -0.655
C 1.178 -1.732 -1.856
C -0.027 -1.404 -2.648
C -0.392 -2.214 -3.720
C -1.581 -1.968 -4.377
C -2.361 -0.898 -3.967
C -1.900 -0.125 -2.911
N -0.769 -0.361 -2.258
H 3.814 -2.271 0.180
H 6.315 -2.711 2.587
H 5.887 -2.297 4.993
H 3.671 -1.449 5.730
H 1.934 -0.959 4.006
H 1.940 -2.395 -2.262
H 0.233 -3.053 -3.995
H -1.901 -2.617 -5.182
H -3.301 -0.663 -4.447
H -2.473 0.731 -2.570
C -3.297 0.307 0.883
N -4.304 0.933 1.741
C -4.081 0.458 3.113
N -2.743 0.781 3.605
C -1.763 0.153 2.715
N -1.928 0.632 1.320
C -1.766 2.091 1.308
N -2.740 2.757 2.174
C -4.082 2.379 1.721
C -2.566 2.230 3.535
H -3.427 0.661 -0.143
H -3.404 -0.778 0.893
H -4.209 -0.625 3.134
H -4.823 0.920 3.769
H -1.866 -0.935 2.718
H -0.753 0.403 3.036
H -1.883 2.450 0.283
H -0.755 2.323 1.650
H -4.222 2.744 0.700
H -4.819 2.858 2.369
H -3.297 2.710 4.191
H -1.563 2.481 3.884
O -2.038 -3.128 2.015
C -1.929 -3.213 0.786
O -1.713 -2.300 -0.052
C -2.035 -4.611 0.168
C -2.310 -5.709 0.971
C -2.402 -6.989 0.433
C -2.213 -7.182 -0.928
C -1.936 -6.070 -1.699
C -1.843 -4.792 -1.196
N -1.721 -6.275 -3.167
O -1.464 -5.295 -3.842
O -1.886 -7.397 -3.612
H -2.442 -5.526 2.029
H -2.615 -7.838 1.068
H -2.273 -8.158 -1.385
H -1.626 -3.940 -1.824


Entry 8:
17
Properties=species:S:1:pos:R:3 method="wB97M-V/def2-TZVPD" multiplicity=1 total_charge=0 homo_energy_ha=-0.320 e_tot_ha=-393.30156 e_above_lowest_ev=5.768
C -2.842 1.007 0.382
C -1.330 0.928 0.204
C 0.578 -1.057 0.099
H -3.242 1.152 1.456
H -3.269 1.939 -0.512
H -3.160 0.202 -0.445
H -0.847 2.806 -0.399
H -1.652 -1.074 0.157
H 1.416 -2.461 -0.071
H 1.161 0.875 -0.372
H 3.611 -0.141 -1.074
H 3.173 0.584 0.622
N -0.523 1.885 -0.234
N -0.777 -0.480 0.253
N 0.527 -2.320 0.173
N 1.367 -0.187 -0.465
N 2.886 -0.205 -0.224


Entry 9:
13
Properties=species:S:1:pos:R:3 method="wB97M-V/def2-TZVPD" multiplicity=1 total_charge=0 homo_energy_ha=-0.333 e_tot_ha=-472.88069 e_above_lowest_ev=5.136 smiles="C=CN(O)OC(=O)O"
C -2.657 0.047 0.065
C -1.514 0.706 0.062
N -0.257 -0.019 0.178
O -0.376 -1.184 -0.381
O 1.058 0.537 -0.259
C 2.226 -0.037 -0.039
O 2.496 -1.148 0.319
O 3.079 0.950 -0.322
H -3.634 0.561 0.106
H -2.634 -0.966 0.240
H -1.445 1.741 -0.209
H -0.318 -1.833 0.307
H 3.977 0.643 -0.067


Entry 10:
17
Properties=species:S:1:pos:R:3 method="wB97M-V/def2-TZVPD" multiplicity=1 total_charge=0 homo_energy_ha=-0.259 e_tot_ha=-251.68853 e_above_lowest_ev=4.735
C 0.000 -0.478 -1.981
C 0.519 -0.841 -0.560
C -1.497 -0.247 0.218
C -1.057 -0.465 1.588
N 0.043 -0.057 0.657
C 0.599 1.279 0.959
H -0.969 -0.926 -2.225
H -0.102 0.603 -2.131
H 0.743 -0.831 -2.715
H 0.310 -1.898 -0.380
H 1.595 -0.671 -0.576
H -1.782 0.790 0.033
H -0.981 -1.460 2.034
H -1.245 0.311 2.339
H 1.202 1.606 0.111
H 1.233 1.316 1.861
H -0.221 1.995 1.104


Entry 11:
167
Properties=species:S:1:pos:R:3 method="wB97M-V/def2-TZVPD" multiplicity=1 total_charge=-1 homo_energy_ha=-0.188 e_tot_ha=-5647.80804
C -2.952 6.206 5.742
C -1.718 6.050 4.663
O -1.612 4.623 4.300
C -0.900 4.512 3.018
C -1.719 3.595 1.881
C -1.012 4.227 0.501
C 0.639 4.083 0.532
O 1.251 3.850 -0.782
Si 3.008 4.073 -0.665
C 3.841 2.478 -1.453
C 3.674 4.157 1.146
C 3.626 5.708 -1.542
O -1.424 2.156 1.866
P -2.774 1.034 2.147
N -1.425 -0.187 2.013
C -2.325 1.309 3.981
C -3.537 1.978 4.895
N -3.202 2.536 6.135
C -2.812 0.862 0.261
C -4.206 0.607 -0.493
C -5.021 1.956 -1.016
Cl -4.184 2.801 -2.470
C -4.036 -0.335 2.618
Cl -5.823 0.287 2.676
C -3.857 -1.774 1.883
C -3.209 -2.963 2.868
Cl -5.605 -2.398 1.519
O -3.963 2.352 2.026
C -3.360 3.724 1.998
C -3.907 4.815 0.908
C -5.492 5.282 1.170
C -5.727 6.568 0.133
C -5.969 7.996 0.905
C -6.930 6.281 -0.974
H -2.503 6.664 6.720
H -3.796 6.890 5.259
H -3.443 5.156 5.919
H -0.684 6.408 5.104
H -1.989 6.723 3.734
H -0.550 5.556 2.585
H 0.097 3.900 3.256
H -1.211 5.404 0.518
H -1.507 3.842 -0.486
H 1.066 5.116 0.953
H 0.915 3.256 1.316
H 4.941 2.747 -1.753
H 3.864 1.691 -0.569
H 3.150 2.157 -2.340
H 3.414 3.232 1.813
H 3.288 5.110 1.751
H 4.848 4.284 1.084
H 4.697 5.924 -1.065
H 3.812 5.492 -2.682
H 2.924 6.627 -1.359
H -1.421 -0.827 2.833
H -0.512 0.297 1.862
H -2.019 0.319 4.574
H -1.387 2.027 4.155
H -4.667 2.019 4.602
H -4.093 2.912 6.575
H -2.321 1.845 -0.205
H -2.064 -0.013 -0.057
H -5.004 -0.069 0.021
H -3.938 0.037 -1.511
H -5.335 2.686 -0.160
H -6.045 1.534 -1.464
H -3.826 -0.561 3.775
H -3.208 -1.797 0.916
H -3.103 -2.617 3.980
H -3.895 -3.918 2.796
H -2.130 -3.292 2.477
H -3.822 4.160 3.008
H -3.733 4.411 -0.178
H -3.292 5.835 0.988
H -6.258 4.440 0.896
H -5.610 5.684 2.281
H -4.738 6.709 -0.520
H -6.338 7.881 2.011
H -6.806 8.613 0.333
H -4.939 8.575 0.935
H -7.288 7.272 -1.512
H -7.864 5.730 -0.520
H -6.434 5.624 -1.834
F -2.275 -1.486 -2.071
C -1.155 -1.401 -2.801
C -1.152 -1.878 -4.108
C 0.013 -1.785 -4.870
C 1.166 -1.226 -4.313
C 1.154 -0.755 -2.999
C -0.014 -0.837 -2.241
H -2.054 -2.317 -4.521
H 0.024 -2.148 -5.894
H 2.075 -1.158 -4.906
H 2.053 -0.323 -2.566
H -0.043 -0.468 -1.221
F 3.713 -0.640 -0.528
C 4.283 -1.848 -0.630
C 4.607 -2.551 0.525
C 5.196 -3.811 0.419
C 5.464 -4.350 -0.842
C 5.140 -3.634 -1.995
C 4.541 -2.379 -1.889
H 4.399 -2.114 1.496
H 5.446 -4.373 1.316
H 5.927 -5.331 -0.924
H 5.353 -4.053 -2.975
H 4.274 -1.813 -2.775
F -4.865 11.001 0.947
C -4.807 11.546 -0.276
C -4.534 12.903 -0.408
C -4.469 13.469 -1.681
C -4.688 12.673 -2.808
C -4.966 11.313 -2.665
C -5.020 10.745 -1.392
H -4.375 13.507 0.479
H -4.248 14.527 -1.796
H -4.641 13.116 -3.801
H -5.140 10.696 -3.543
H -5.226 9.688 -1.263
F 0.781 -3.429 -7.160
C 0.596 -4.725 -6.876
C 1.319 -5.309 -5.841
C 1.123 -6.657 -5.541
C 0.213 -7.410 -6.287
C -0.504 -6.817 -7.328
C -0.315 -5.466 -7.620
H 2.027 -4.710 -5.278
H 1.678 -7.120 -4.729
H 0.064 -8.462 -6.056
H -1.208 -7.406 -7.910
H -0.871 -4.987 -8.419
F 6.772 -6.705 -1.641
C 6.587 -8.001 -1.356
C 7.310 -8.584 -0.321
C 7.114 -9.932 -0.021
C 6.204 -10.685 -0.768
C 5.487 -10.092 -1.808
C 5.675 -8.741 -2.100
H 8.018 -7.985 0.242
H 7.668 -10.396 0.791
H 6.055 -11.738 -0.536
H 4.783 -10.681 -2.390
H 5.120 -8.262 -2.899
F -1.993 -8.762 3.744
C -2.818 -7.900 4.353
C -4.010 -7.541 3.735
C -4.872 -6.648 4.372
C -4.526 -6.115 5.616
C -3.324 -6.478 6.226
C -2.468 -7.379 5.594
H -4.258 -7.959 2.765
H -5.810 -6.367 3.900
H -5.196 -5.415 6.110
H -3.055 -6.058 7.192
H -1.534 -7.679 6.058
F 10.622 -8.713 0.336
C 11.324 -8.279 -0.720
C 12.570 -8.835 -0.989
C 13.298 -8.387 -2.091
C 12.777 -7.379 -2.905
C 11.527 -6.824 -2.624
C 10.794 -7.280 -1.529
H 12.962 -9.611 -0.340
H 14.269 -8.820 -2.314
H 13.347 -7.026 -3.762
H 11.125 -6.036 -3.257
H 9.818 -6.865 -1.301


The evaluated maximum force for the records listed, in turn: 0.077, 0.182, 0.100, 0.004, 0.148, 0.098, 0.017, 0.170, 0.080, 0.022, 0.106 Eh/bohr.